# 1
The following is a quantum chemistry calculation of a 2-piece molecular cluster, C31H37N2 overall at a distorted geometry, from the OMol25 dataset.

Geometry as XYZ:
```
70
Properties=species:S:1:pos:R:3:forces:R:3
C -3.8790 -2.2359 -3.6035 -0.1 0.0 0.1
C -3.6009 -0.7405 -3.7404 0.2 0.0 -0.3
C -2.6338 -0.2137 -2.6856 -0.7 0.5 0.1
N -1.4636 -1.0646 -2.5117 1.1 0.8 0.9
C -0.3642 -0.4835 -1.9968 -0.8 -0.3 -0.4
C 0.8467 -1.1361 -1.8268 0.9 0.0 1.2
C 1.9064 -0.5926 -1.0426 0.0 1.5 -3.9
C 3.2544 -1.0961 -1.2561 0.7 -0.9 0.7
C 4.3436 -0.5893 -0.5133 -0.3 0.1 -0.2
C 5.6427 -1.0102 -0.7845 0.1 -0.2 -0.1
C 5.8840 -1.9994 -1.7529 -0.5 0.3 -0.1
C 4.8074 -2.5455 -2.4687 0.0 0.3 0.2
C 3.5158 -2.0984 -2.2194 -0.2 0.0 0.0
C -1.6892 -2.5060 -2.3937 0.0 -0.7 -0.3
C -2.5856 -3.0355 -3.5047 0.0 0.2 -0.2
H -4.4771 -2.4083 -2.7009 0.0 0.0 -0.1
H -4.4625 -2.5807 -4.4631 0.0 0.0 0.2
H -3.1845 -0.5376 -4.7353 0.0 0.0 0.1
H -4.5292 -0.1702 -3.6587 0.1 0.0 -0.1
H -2.2794 0.7873 -2.9756 -0.1 -0.4 0.2
H -3.1597 -0.1055 -1.7202 0.2 -0.1 -0.2
H -0.4648 0.5780 -1.7148 0.0 -0.4 -0.2
H 0.9346 -2.1359 -2.2523 0.1 0.4 0.4
H 1.8683 0.4526 -0.7200 -0.1 -0.6 -0.5
H 4.1412 0.1536 0.2693 0.2 -0.3 -0.3
H 6.4823 -0.5630 -0.2494 -0.3 -0.2 -0.1
H 6.9018 -2.3140 -1.9857 -0.3 0.1 0.2
H 4.9633 -3.2999 -3.2405 0.1 0.2 0.3
H 2.6897 -2.5117 -2.8108 0.6 0.2 0.2
H -0.7350 -3.0435 -2.4247 -0.3 0.3 0.1
H -2.1604 -2.7289 -1.4194 0.1 0.3 -0.2
H -2.7995 -4.0878 -3.3076 0.0 0.0 0.0
H -2.0503 -2.9916 -4.4602 0.0 0.0 0.1
C -2.2586 3.2458 5.3867 0.2 0.1 -0.1
C -1.1095 3.9110 4.9344 0.0 -0.2 -0.2
C -0.3378 3.3476 3.9148 -0.2 -0.1 0.1
C -0.6888 2.1157 3.3505 0.1 -0.2 -0.2
C 0.1824 1.5877 2.1969 0.0 0.1 0.2
C -0.2376 2.1780 0.8577 0.2 0.2 0.3
C 0.7565 2.6448 -0.0062 -0.3 0.0 -0.1
C 0.4134 3.1689 -1.2497 -0.1 0.0 -0.1
C -0.9338 3.2786 -1.6127 -0.1 -0.1 0.1
C -1.9339 2.8491 -0.7279 0.3 -0.1 0.0
C -1.5837 2.2770 0.5000 0.0 0.1 -0.3
C 0.1977 0.0663 2.0883 -0.4 -0.5 0.7
C 0.6908 -0.6738 3.3364 0.1 0.3 0.0
C 1.2760 -1.9989 2.8301 -0.2 -0.3 0.1
C 1.4779 -1.8421 1.3189 -0.1 -0.2 0.0
N 1.0043 -0.4809 0.9500 -1.3 -0.5 0.8
C -1.8288 1.4478 3.8096 -0.1 0.4 0.2
C -2.6155 2.0199 4.8206 0.2 0.0 -0.1
H -2.8678 3.6924 6.1777 0.2 -0.2 -0.3
H -0.8082 4.8676 5.3667 -0.2 -0.3 -0.1
H 0.5482 3.8651 3.5336 -0.3 -0.1 0.2
H 1.2086 1.9183 2.4120 -0.1 -0.1 -0.1
H 1.7975 2.6056 0.3215 -0.2 0.0 -0.2
H 1.2023 3.4934 -1.9296 -0.3 0.0 0.1
H -1.2078 3.7139 -2.5767 0.1 -0.1 0.3
H -2.9886 2.9633 -0.9868 0.3 0.0 0.0
H -2.3582 1.9323 1.1932 0.3 0.2 -0.3
H -0.8485 -0.2436 1.8899 0.3 0.0 0.1
H 1.4560 -0.0634 3.8329 -0.1 -0.1 0.0
H -0.1347 -0.8084 4.0458 0.3 0.0 -0.1
H 2.2161 -2.2508 3.3274 -0.2 0.0 0.0
H 0.5776 -2.8267 2.9974 0.2 0.2 0.2
H 2.5332 -1.9751 1.0310 -0.4 0.1 0.2
H 0.8914 -2.5977 0.7681 0.3 0.2 0.2
H 0.2864 -0.5654 0.2316 0.5 -0.1 0.5
H -2.1286 0.4930 3.3724 0.1 0.3 0.2
H -3.5094 1.4982 5.1638 0.2 0.2 -0.1
```
Positions in Å, forces in eV/Å.

Computed properties:
E_HOMO (eV): -11.2
Net charge: +1
Relative energy (zero: lowest compared OMol25 entry of this formula, charge and spin) (eV): 1.9062

# 2
The following is a quantum chemistry calculation of a 2-piece molecular cluster, C31H37N4 overall at a distorted geometry, from the OMol25 dataset.

Geometry as XYZ:
```
72
Properties=species:S:1:pos:R:3:forces:R:3
C -6.5513 -1.1941 5.4551 0.2 0.0 0.2
C -6.5439 -1.4459 3.9428 -0.1 0.3 -0.2
C -5.1533 -1.0232 3.4309 0.0 -0.7 -0.4
N -4.5473 -0.2803 4.5211 0.7 0.5 -0.1
C -3.3019 0.2923 4.4459 -0.1 -0.2 -0.1
C -3.0037 1.4934 5.1428 0.1 0.3 0.2
C -1.7943 2.1326 4.9688 0.2 -0.1 -0.1
C -0.7106 1.4826 4.3114 -0.4 0.0 -0.1
C 0.5731 2.1023 4.2477 0.0 -0.7 0.3
C 1.7911 1.4061 4.4281 0.0 -0.1 -0.2
C 1.8682 0.1928 5.1963 0.4 0.0 -0.1
C 3.0776 -0.4406 5.4222 -0.3 0.3 -0.1
C 4.2336 -0.0121 4.7100 0.4 -0.2 -0.2
N 5.3890 -0.7557 4.6749 -1.1 0.3 0.0
C 6.0213 -1.2924 5.8659 0.1 -0.2 0.7
C 7.3705 -1.8649 5.3888 0.1 0.1 0.2
C 7.4663 -1.6003 3.8789 -0.2 0.0 -0.3
C 6.2781 -0.6955 3.5312 0.5 0.7 -0.4
C 4.1811 1.2104 3.9866 -0.3 0.4 -0.3
C 3.0113 1.9327 3.9067 0.2 -0.2 0.1
C -0.9928 0.2394 3.6669 0.1 0.2 0.2
C -2.2743 -0.2765 3.6444 0.2 0.1 0.0
C -5.3097 -0.3366 5.7578 -0.2 0.4 0.7
H -7.4575 -0.6656 5.7627 0.1 -0.2 0.0
H -6.4831 -2.1359 6.0120 -0.1 0.2 -0.1
H -6.7466 -2.4937 3.7036 -0.1 0.3 0.0
H -7.3075 -0.8149 3.4715 0.1 -0.3 0.0
H -4.5558 -1.9103 3.1773 -0.1 0.1 0.0
H -5.2347 -0.4176 2.5128 0.2 -0.1 0.4
H -3.7771 1.9583 5.7559 0.2 -0.1 -0.3
H -1.6166 3.1334 5.3698 -0.2 -0.3 0.0
H 0.6123 3.1834 4.0910 0.0 -0.2 0.1
H 0.9556 -0.1995 5.6416 0.2 0.1 0.0
H 3.1481 -1.3061 6.0795 -0.1 0.2 -0.3
H 6.1946 -0.4864 6.6017 -0.1 -0.2 -0.3
H 5.3991 -2.0441 6.3776 0.1 0.1 -0.3
H 8.1824 -1.3481 5.9159 -0.2 -0.3 -0.1
H 7.4282 -2.9349 5.5982 0.1 0.2 0.1
H 8.3879 -1.0730 3.6162 -0.1 -0.3 0.0
H 7.4109 -2.5342 3.3118 0.1 0.2 0.1
H 5.7630 -0.9791 2.5961 0.1 0.0 0.5
H 6.6510 0.3310 3.3881 0.0 -0.2 0.0
H 5.0996 1.6065 3.5418 -0.5 -0.2 0.1
H 3.0011 2.9003 3.4006 0.0 -0.3 0.1
H -0.1829 -0.2592 3.1277 -0.4 0.1 0.1
H -2.4878 -1.1606 3.0495 0.1 0.2 0.2
H -5.5856 0.6663 6.1140 0.0 -0.1 -0.2
H -4.7152 -0.7895 6.5694 0.0 0.1 -0.3
C -3.3988 6.1904 3.0945 0.2 0.2 -0.1
C -2.8529 6.8752 1.9995 0.1 -0.6 -0.2
C -2.2330 6.1616 0.9570 -0.2 -0.2 0.8
C -2.1692 4.7595 1.0372 -0.2 -0.1 -0.3
C -1.5875 3.8883 -0.0406 0.1 -1.2 -0.2
N -1.4115 2.6285 0.2105 -0.4 0.7 -0.1
C -1.0999 1.7404 -0.9094 -0.1 0.2 0.2
C -0.3063 2.3937 -2.0241 0.5 -0.1 -0.2
C -0.8691 3.7519 -2.4219 -0.3 -0.2 -0.1
N -1.3342 4.4676 -1.2486 -0.3 0.9 0.1
C -2.7738 4.0826 2.1043 0.1 0.5 0.4
C -3.3441 4.7967 3.1604 0.2 0.1 -0.5
H -3.8759 6.7534 3.8959 0.1 -0.1 -0.2
H -2.9023 7.9593 1.9515 0.0 -0.2 0.0
H -1.8048 6.7101 0.1152 -0.1 -0.2 0.3
H -0.5289 0.9036 -0.4843 -0.2 0.0 -0.3
H -2.0292 1.3318 -1.3472 0.1 0.1 0.4
H 0.7361 2.4852 -1.7077 0.0 0.2 0.0
H -0.3083 1.7487 -2.9052 0.1 0.0 0.0
H -0.0972 4.3494 -2.9162 -0.1 -0.1 0.0
H -1.7021 3.6122 -3.1320 0.2 0.1 0.2
H -1.6222 5.4338 -1.3713 0.1 -0.6 0.0
H -2.7816 2.9961 2.0935 0.1 0.2 0.0
H -3.7410 4.2589 4.0188 -0.1 0.2 -0.2
```
Positions in Å, forces in eV/Å.

Computed properties:
E_HOMO (eV): -10.2
Net charge: +1
Relative energy (zero: lowest compared OMol25 entry of this formula, charge and spin) (eV): 0.0000

# 3
The following is a quantum chemistry calculation of an isolated ion of composition C31H37N4 and charge +1 at a distorted geometry, from the OMol25 dataset.

Geometry as XYZ:
```
72
Properties=species:S:1:pos:R:3:forces:R:3
C -1.5540 6.3778 0.0498 0.0 0.3 0.2
N -2.3653 5.2877 -0.4564 0.0 0.3 0.2
C -3.1578 5.7093 -1.5918 -0.3 -0.1 -0.6
C -4.2480 4.6924 -1.9400 0.0 0.3 0.4
C -3.6664 3.2858 -2.0496 -0.6 0.2 -0.8
C -2.7196 2.9394 -0.9591 0.2 -0.2 0.8
C -2.3352 1.6052 -0.7926 -0.2 0.6 -0.4
C -1.2145 1.2211 -0.0580 0.0 -0.8 -0.2
C -0.7126 -0.2768 -0.2798 -0.5 -0.9 2.2
C 0.2339 -0.6957 0.8752 -0.2 0.1 -1.1
C 1.1994 0.1462 1.4464 0.2 0.1 0.0
C 1.9071 -0.2038 2.5975 -0.5 -0.2 -0.1
C 1.6216 -1.4211 3.2535 0.1 -0.2 -0.5
C 0.7294 -2.3235 2.6189 0.0 0.5 -0.4
C 0.0880 -1.9605 1.4366 0.1 0.1 0.6
C 0.4584 -3.6675 3.2005 -0.1 -0.9 0.2
C 0.8437 -3.7812 4.6763 -0.3 0.2 0.1
C 2.1769 -3.0985 4.9689 -0.1 -0.8 0.1
N 2.2186 -1.7574 4.4377 0.3 0.3 0.4
C 3.1460 -0.8609 5.1007 0.1 0.3 0.1
N -0.2145 -0.8788 -1.7520 0.4 -0.2 0.0
C -1.2639 -0.7740 -2.7575 -0.1 -0.2 -0.8
C -2.1518 -2.0061 -2.7410 -1.0 -0.2 0.2
C -1.3665 -3.1942 -3.2475 -0.4 0.0 0.3
N -0.0084 -3.0703 -2.7228 0.3 0.4 -0.2
C 0.5429 -2.0034 -2.0918 -0.5 0.4 0.2
C 2.0213 -1.9909 -2.1587 0.7 -0.1 0.3
C 2.7493 -3.1777 -2.4026 0.6 0.4 -0.1
C 4.1047 -3.1213 -2.7592 -0.4 0.2 0.1
C 4.7393 -1.8812 -2.9010 -0.4 0.4 0.4
C 4.0418 -0.6948 -2.5810 0.2 -0.7 -0.1
C 2.6916 -0.7506 -2.2257 -0.1 -0.3 0.1
C -0.8450 2.2001 0.9181 0.6 0.4 -0.2
C -1.2466 3.5374 0.8341 -0.4 -0.6 -0.2
C -2.1281 3.9653 -0.1769 0.5 -0.5 -0.9
H -0.9780 6.0986 0.9347 -0.1 0.1 -0.3
H -0.8714 6.7770 -0.7243 -0.1 -0.3 0.2
H -2.2191 7.2126 0.3209 0.2 -0.2 0.1
H -3.6081 6.6843 -1.3404 0.1 -0.3 -0.1
H -2.5132 5.8877 -2.4851 -0.2 -0.1 0.4
H -5.0049 4.7142 -1.1416 0.1 0.0 -0.2
H -4.7351 4.9962 -2.8783 0.1 -0.1 0.3
H -4.4949 2.5659 -2.0928 0.2 0.0 -0.1
H -3.1162 3.2161 -3.0019 -0.2 -0.1 0.1
H -2.9773 0.8371 -1.2415 0.4 0.4 -0.3
H -1.6816 -0.8983 -0.2004 1.5 0.8 -0.1
H 1.3893 1.1317 1.0239 0.1 -0.4 -0.1
H 2.6449 0.4743 3.0243 -0.2 -0.1 -0.2
H -0.5878 -2.6878 0.9864 0.0 0.1 0.1
H -0.6119 -3.9079 3.1066 0.3 0.0 -0.1
H 1.0029 -4.4249 2.6106 -0.1 0.1 0.2
H 0.8757 -4.8348 4.9835 0.0 0.3 0.0
H 0.0572 -3.2926 5.2731 0.3 -0.1 -0.1
H 3.0063 -3.7310 4.5883 -0.2 0.3 0.0
H 2.3143 -3.0275 6.0552 0.0 -0.1 -0.2
H 2.6833 0.1237 5.2670 0.2 -0.2 -0.1
H 3.3892 -1.2779 6.0884 -0.1 0.2 -0.4
H 4.0927 -0.7172 4.5487 -0.3 -0.1 0.1
H -1.8445 0.1388 -2.6456 0.4 -0.1 0.0
H -0.7069 -0.7495 -3.7184 -0.7 0.3 0.2
H -2.4895 -2.2150 -1.7104 0.1 0.2 -0.3
H -3.0616 -1.8743 -3.3375 0.2 0.0 0.0
H -1.7932 -4.1374 -2.8952 0.0 0.1 0.1
H -1.3728 -3.2661 -4.3520 0.4 0.3 0.5
H 0.5914 -3.8493 -3.0230 0.0 1.1 0.2
H 2.2845 -4.1606 -2.3429 0.1 0.2 0.2
H 4.6718 -4.0451 -2.9083 -0.3 0.4 -0.1
H 5.7783 -1.8312 -3.2483 -0.5 0.0 0.3
H 4.5789 0.2546 -2.6013 -0.3 -0.2 -0.1
H 2.1076 0.1530 -2.0483 0.3 -0.2 0.0
H -0.2462 2.0189 1.8104 0.1 -0.4 -0.6
H -0.8699 4.2661 1.5462 0.0 -0.4 0.0
```
Positions in Å, forces in eV/Å.

Computed properties:
SMILES string: CN1CCCc2cc(C(c3ccc4c(c3)CCCN4C)N3CCC[NH+]=C3c3ccccc3)ccc21
E_HOMO (eV): -9.5
Net charge: +1
Relative energy (zero: lowest compared OMol25 entry of this formula, charge and spin) (eV): 0.5352

The calculation returns the following LUMO energy values, one per record and in order: -4.231, -4.392, -3.462 eV.